ORCA calculation (ωB97M-V with the def2-TZVPD basis set) on a molecular structure, C20H20F6N5O3S2V in a non-equilibrium geometry.

Structure (ORCA input):
```
! wB97M-V def2-TZVPD RIJCOSX def2/J DEFGRID3
* xyz 2 1
V -0.2212 -0.2779 -0.0525
N 2.3705 -3.2713 1.3828
C 1.7221 -4.2189 2.2513
C 2.4717 -5.2437 2.7857
C 1.8748 -6.1690 3.6346
C 0.5331 -6.0538 3.9418
C -0.2183 -5.0156 3.3970
C 0.3794 -4.1038 2.5513
S -0.6507 -2.8260 1.8693
N 0.5081 -1.9561 0.9175
C 1.7643 -2.2427 0.8093
C 2.5333 -1.2933 -0.0378
C 3.8831 -1.3587 -0.2552
C 4.4921 -0.3926 -1.0512
C 3.7234 0.6090 -1.6020
C 2.3665 0.6262 -1.3436
N 1.7725 -0.3036 -0.5742
H 3.3513 -3.4185 1.2167
H 3.5271 -5.3258 2.5453
H 2.4654 -6.9743 4.0494
H 0.0601 -6.7665 4.6038
H -1.2725 -4.9246 3.6356
H 4.4853 -2.1408 0.1848
H 5.5588 -0.4309 -1.2294
H 4.1550 1.3812 -2.2231
H 1.7385 1.3985 -1.7555
C -3.3238 -2.6076 -1.4821
C -1.9893 -2.0244 -1.8882
O -1.4529 -1.2033 -0.8414
C -2.1580 -1.1329 -3.1442
F -1.0198 -0.5584 -3.5145
F -2.6341 -1.8416 -4.1549
F -3.0464 -0.1507 -2.8733
C -0.9569 -3.1578 -2.1399
F -0.8818 -3.9473 -1.0709
F 0.2678 -2.6488 -2.3505
F -1.3086 -3.8834 -3.1890
H -4.0461 -1.8100 -1.3252
H -3.2085 -3.1743 -0.5616
H -3.6920 -3.2689 -2.2640
S -0.5770 1.8364 -1.2748
C -1.9627 2.4270 -0.3545
N -1.8004 3.3018 0.6171
C -2.9109 3.9402 1.3553
C -4.1557 3.9155 0.4878
C -4.3929 2.5013 -0.0090
N -3.1745 2.0282 -0.6921
H -0.8497 3.5140 0.8796
H -2.6092 4.9591 1.5838
H -3.0638 3.4124 2.2963
H -4.0243 4.5846 -0.3647
H -5.0137 4.2646 1.0584
H -5.2153 2.4496 -0.7168
H -4.6163 1.8308 0.8216
H -3.2402 1.4533 -1.5188
O -0.0833 0.6177 1.3015
O -0.0843 1.3382 2.3225
*
```

HOMO-LUMO gap (spin up / spin down): 0.1892 / 0.1884 Eh
Largest force on an atom: 1.8 eV/Å
Molar mass: 607.48 g mol⁻¹
ΔE to the lowest compared entry with this formula, charge and spin: 11.8 kcal/mol
DFT total energy: -98305.5283 eV

---

ORCA calculation (ωB97M-V with the def2-TZVPD basis set) on C20H20FNO4S in the gas phase in a non-equilibrium geometry.

Structure (ORCA input):
```
! wB97M-V def2-TZVPD RIJCOSX def2/J DEFGRID3
* xyz 0 1
C -0.0131 6.6384 1.1374
C -1.0853 6.1832 0.0789
O -1.0525 6.5960 -1.0486
O -2.0371 5.2836 0.5413
C -2.1840 4.1476 -0.3654
C -2.3307 2.7864 0.4344
C -1.0149 1.9630 0.5271
C 0.2565 2.6906 0.5338
C 1.5385 1.9851 0.6590
C 1.5173 0.5362 0.7634
C 2.8639 -0.2432 0.8817
C 4.1128 0.5498 0.3885
O 4.1682 1.1381 -0.6573
O 5.2268 0.5150 1.2217
C 0.2654 -0.2448 0.7637
C -0.9812 0.4969 0.6436
S -2.5312 -0.4508 0.6373
C -1.9856 -2.0612 -0.0243
C -2.8702 -2.9785 -0.7360
C -2.4591 -4.2847 -1.2348
C -1.0608 -4.6754 -1.0145
C -0.5412 -6.0616 -1.5250
C 1.0231 -6.1087 -1.6865
F 1.4735 -7.1861 -2.4708
C -0.1800 -3.7608 -0.3111
C -0.5984 -2.4461 0.2025
N 0.4070 -1.6792 0.9184
H 0.7698 5.8592 1.3118
H -0.5642 6.7982 2.1022
H 0.4850 7.5905 0.8204
H -1.3751 4.1136 -1.1337
H -3.1803 4.3008 -0.8709
H -3.2127 2.2113 0.0565
H -2.5862 3.0977 1.4916
H 0.2667 3.8062 0.4781
H 2.4869 2.5715 0.6906
H 3.0464 -0.5901 1.9374
H 2.7576 -1.1794 0.2608
H 6.0332 0.3028 0.7199
H -3.9433 -2.7076 -0.9090
H -3.1584 -4.9873 -1.7513
H -0.8306 -6.9080 -0.8507
H -0.9631 -6.3199 -2.5394
H 1.5041 -6.1044 -0.6697
H 1.3536 -5.1589 -2.1893
H 0.8743 -4.0771 -0.1171
H 0.3084 -1.9483 1.9034
*
```

HOMO-LUMO gap: 0.3167 Eh
Largest force on an atom: 3.3 eV/Å
Molar mass: 389.45 g mol⁻¹
Structure (SMILES): CC(=O)OCCc1ccc(CC(=O)O)c2c1Sc1ccc(CCF)cc1N2
ΔE to the lowest compared entry with this formula, charge and spin: 63.6 kcal/mol
DFT total energy: -44295.3808 eV

---

ORCA calculation (ωB97M-V with the def2-TZVPD basis set) on a molecular structure, C20H20IrN11O7S2.

Structure (ORCA input):
```
! wB97M-V def2-TZVPD RIJCOSX def2/J DEFGRID3
* xyz 1 2
Ir 0.7607 0.3378 -0.5994
S 1.4148 0.7432 -2.7613
C 1.7165 2.4013 -2.3279
S 1.3885 2.5309 -0.6203
C 2.1360 3.4023 -3.1520
C 2.3564 3.1243 -4.5343
N 2.5428 2.8355 -5.6316
C 2.3336 4.7162 -2.6332
N 2.4461 5.7677 -2.1818
O 4.7689 -2.1711 5.2159
N 3.6435 -1.8199 5.4907
O 3.1431 -1.8157 6.5927
C 2.8187 -1.2955 4.3887
C 3.3392 -1.2571 3.1265
C 2.5695 -0.7419 2.0789
C 1.2490 -0.2579 2.2848
O 0.4670 0.2839 1.4239
C 0.7694 -0.4083 3.6130
C 1.5195 -0.8718 4.6546
N -0.6414 -0.0846 3.8720
O -1.4509 -0.4708 3.0444
O -0.8947 0.5534 4.8626
N 3.2292 -0.7381 0.7908
O 2.7661 -0.1129 -0.2083
O 4.2787 -1.2962 0.6721
H 4.3446 -1.6087 2.9494
H 1.1115 -0.9276 5.6552
C -1.6330 1.3636 -2.2116
N -1.2593 0.7911 -0.8571
C -1.7204 1.8344 0.1868
N -3.1122 2.1275 0.0606
C -3.3868 2.6534 -1.2758
N -3.0329 1.6656 -2.2979
C -3.8132 0.4491 -2.0655
N -3.5447 -0.0967 -0.7335
C -2.1521 -0.4232 -0.6272
C -3.8917 0.9078 0.2752
H -1.3586 0.6253 -2.9661
H -1.0430 2.2688 -2.3620
H -1.1304 2.7328 0.0098
H -1.5012 1.4177 1.1657
H -2.8077 3.5642 -1.4346
H -4.4461 2.8911 -1.3603
H -3.5568 -0.2956 -2.8212
H -4.8735 0.6829 -2.1507
H -1.8889 -1.1657 -1.3801
H -1.9273 -0.7982 0.3710
H -3.6806 0.5129 1.2700
H -4.9532 1.1390 0.2000
C 0.9905 -2.4370 -3.0220
C 0.6667 -2.6650 -1.5899
N 0.4379 -1.7760 -0.6306
C 0.1210 -2.4888 0.5190
C 0.1807 -3.8116 0.2480
N 0.5271 -3.9008 -1.0792
H 0.5547 -1.5089 -3.3826
H 0.5775 -3.2462 -3.6225
H 2.0682 -2.4002 -3.1882
H -0.1805 -2.0049 1.4303
H -0.0009 -4.6749 0.8620
H 0.6441 -4.7518 -1.6055
*
```

HOMO-LUMO gap (spin up / spin down): 0.2525 / 0.1658 Eh
Largest force on an atom: 0.7 eV/Å
Molar mass: 782.80 g mol⁻¹
ΔE to the lowest compared entry with this formula, charge and spin: 0.0 kcal/mol
DFT total energy: -76282.7228 eV